Computed, not measured: a 2-piece molecular cluster, C6H16NO overall at a distorted geometry, with wB97M-V/def2-TZVPD.

```
24
Properties=species:S:1:pos:R:3:forces:R:3
C -0.508043 -1.557873 0.389360 -1.062 1.435 -0.654
C -1.157845 -0.668508 -0.671972 -1.268 0.404 -0.863
C -0.381116 0.457692 -1.372406 0.560 -0.851 0.375
C 0.275325 1.466957 -0.426010 0.673 -0.115 -0.342
C -0.428947 2.771712 -0.140196 -0.080 -1.452 0.228
C -1.732209 2.899143 -0.306389 -0.778 0.884 0.319
N 0.880707 -1.913189 0.014777 1.015 -0.498 1.571
H -0.574766 -0.962241 1.298034 0.771 -0.411 0.311
H -1.119151 -2.445697 0.510548 0.297 -0.239 0.124
H -2.027877 -0.172824 -0.228334 0.086 -0.294 0.394
H -1.614844 -1.237791 -1.488948 0.246 -0.394 0.185
H -1.108423 0.864683 -2.070174 0.284 0.411 -0.109
H 0.403781 -0.025787 -1.970331 -0.083 0.274 -0.218
H 0.474110 0.910894 0.505111 -0.132 0.456 0.238
H 1.288066 1.713517 -0.767040 -0.118 -0.042 -0.247
H 0.237576 3.487305 0.321446 -0.426 0.421 0.066
H -2.303189 3.757081 0.036366 0.419 0.250 -0.125
H -2.404914 2.177322 -0.755291 0.434 -0.385 -0.056
H 1.503117 -2.112480 0.876756 -0.736 0.259 -0.565
H 1.396974 -1.141670 -0.418973 -0.471 -0.210 -0.472
H 0.903294 -2.770395 -0.525290 0.063 0.155 -0.627
H 3.351081 -1.616971 2.106142 0.381 0.009 -0.297
H 2.175045 -1.878478 2.993869 -0.332 -0.160 0.248
O 2.472250 -2.002393 2.088953 0.257 0.096 0.518
```
Forces are in eV/Å.

Results
molar mass	118.20	Da
calculated total energy	-367.93285	Eh
HOMO energy	-12.613	eV
total charge	+1
multiplicity	1
largest force on an atom	1.935	eV/A
HOMO-LUMO gap	0.34352	Eh



Computed, not measured: C29H38IN2O2PtSSeSi3 as an isolated structure at a distorted geometry, with wB97M-V/def2-TZVPD.

```
78
Properties=species:S:1:pos:R:3:forces:R:3
Pt -0.326602 -0.013748 0.448684 0.650 -0.880 -0.630
C -3.750960 -0.585214 1.475780 0.184 -0.025 0.226
Si -2.496384 -0.758070 0.067690 -0.329 0.268 -0.486
C -2.636353 -2.554056 -0.460601 0.036 -0.202 0.275
C -3.231427 0.188238 -1.380364 0.045 0.113 -0.044
C -4.561197 0.041346 -1.791349 0.058 -0.024 0.031
C -5.040317 0.709503 -2.905590 0.003 0.021 -0.019
C -4.189496 1.547009 -3.621128 -0.021 -0.002 -0.003
C -2.874837 1.706663 -3.214135 0.007 -0.040 0.076
C -2.372043 1.032514 -2.092781 -0.012 -0.026 -0.078
Si -0.532299 1.191483 -1.583627 -0.964 0.057 0.074
C 0.315035 0.525031 -3.114006 0.394 0.005 0.119
C -0.332537 3.060665 -1.520712 0.340 0.030 0.104
H -4.628086 -1.184580 1.213899 0.016 -0.015 0.000
H -4.066548 0.449205 1.592254 -0.034 -0.015 0.016
H -3.387588 -0.933492 2.447412 -0.035 -0.007 -0.027
H -3.688972 -2.774966 -0.668637 0.010 0.024 -0.009
H -2.272888 -3.273771 0.277840 0.004 0.005 -0.046
H -2.056606 -2.700016 -1.363453 0.010 0.008 -0.018
H -5.231366 -0.610442 -1.236561 0.006 0.010 -0.014
H -6.069091 0.579780 -3.222427 0.001 0.009 0.011
H -4.555250 2.069836 -4.498264 -0.003 0.006 0.019
H -2.228177 2.369370 -3.781858 0.000 -0.015 -0.010
H 0.070988 1.180603 -3.956108 -0.038 -0.006 0.004
H -0.052697 -0.474204 -3.330837 -0.029 0.017 -0.027
H 1.397015 0.481222 -2.996517 -0.028 0.000 -0.015
H -0.493756 3.450700 -2.530973 0.022 -0.028 -0.006
H 0.657383 3.372512 -1.189500 -0.012 0.005 -0.043
H -1.077868 3.507973 -0.868177 -0.015 0.027 -0.017
O 4.187567 0.979551 0.468533 0.034 0.036 0.026
S 2.816473 1.390748 0.290848 0.056 -0.015 -0.097
O 2.337892 1.500947 -1.061806 -0.031 -0.019 0.012
N 1.774364 0.512071 1.123825 0.157 -0.075 0.524
C 2.133567 -0.064123 2.338875 -0.078 0.043 -0.217
C 3.288125 0.201548 3.058660 0.010 -0.029 0.115
C 3.569688 -0.438040 4.277995 0.019 0.127 -0.117
C 2.724611 -1.364189 4.810305 -0.018 -0.117 0.097
C 1.532079 -1.672899 4.124783 -0.021 -0.017 0.029
C 0.621645 -2.639925 4.610617 0.117 0.034 -0.008
C -0.513780 -2.910208 3.916686 -0.137 -0.031 -0.143
C -0.766280 -2.191328 2.731554 -0.090 -0.118 0.070
N 0.042757 -1.280424 2.262809 0.313 0.161 0.309
C 1.216547 -1.015149 2.913795 -0.006 0.038 -0.040
C 2.678842 3.054794 0.939894 -0.178 0.077 -0.058
C 2.959776 4.103143 0.071184 0.084 -0.041 0.052
C 2.734677 5.409689 0.473874 0.005 -0.002 -0.004
C 2.229748 5.670991 1.740822 0.021 0.018 0.004
C 1.985421 4.625099 2.617576 0.032 0.000 0.027
C 2.208441 3.314118 2.219166 0.052 -0.030 -0.028
H 4.004413 0.898281 2.654871 0.044 -0.020 0.066
H 4.484945 -0.184628 4.798973 0.024 0.013 -0.040
H 2.950629 -1.868691 5.741755 -0.021 -0.006 -0.007
H 0.855160 -3.170046 5.526871 0.012 0.042 0.014
H -1.221737 -3.657448 4.248275 -0.010 0.015 -0.014
H -1.661794 -2.387356 2.158175 0.001 0.000 0.031
H 3.330646 3.879153 -0.920432 -0.071 0.018 -0.026
H 2.929386 6.223997 -0.212649 0.001 -0.001 0.003
H 2.017000 6.689432 2.041155 0.037 -0.001 0.007
H 1.607142 4.826686 3.611775 -0.031 -0.012 -0.013
H 2.011468 2.496284 2.899389 -0.074 0.020 -0.011
C -0.664641 -3.197761 -3.498272 -0.012 -0.038 -0.025
Si 0.921117 -3.241654 -2.486848 -0.226 0.271 -0.222
C 2.308826 -2.677189 -3.614498 0.109 0.017 -0.040
C 1.234727 -5.033844 -2.027439 0.068 -0.057 0.157
Se 0.953312 -2.060115 -0.576752 -0.061 0.021 0.204
H -0.575743 -3.831292 -4.386725 0.068 0.015 0.014
H -0.894952 -2.185110 -3.828130 -0.072 -0.022 -0.044
H -1.512813 -3.556234 -2.918434 -0.025 -0.105 -0.084
H 2.474262 -3.384429 -4.434010 -0.029 0.020 -0.003
H 3.238672 -2.576772 -3.050375 -0.015 -0.010 -0.007
H 2.075957 -1.698127 -4.039500 0.014 -0.032 0.010
H 1.387258 -5.650562 -2.918499 -0.018 0.026 0.000
H 0.391007 -5.435482 -1.461675 0.004 0.004 -0.020
H 2.122181 -5.114848 -1.395138 -0.007 -0.010 -0.024
I -2.508870 2.840573 1.477644 -0.096 0.212 0.082
C -0.952184 1.401585 1.792708 -0.113 0.034 -0.213
H -1.276934 0.863090 2.679921 -0.034 0.132 0.086
H -0.077674 2.005002 2.011915 -0.075 0.091 0.101
```
Forces are in eV/Å.

Results
molar mass	963.90	Da
calculated total energy	-5473.22627	Eh
HOMO energy	-4.654	eV
total charge	-1
multiplicity	1
largest force on an atom	1.262	eV/A
HOMO-LUMO gap	0.25371	Eh



Computed, not measured: a 2-piece molecular cluster, C3H5O3S overall at a distorted geometry, with wB97M-V/def2-TZVPD.

```
12
Properties=species:S:1:pos:R:3:forces:R:3
C 1.612433 -0.791549 0.194172 -3.053 -0.792 -1.335
C 0.850462 0.084308 -0.548890 6.194 -1.026 -1.317
C -0.327301 0.574866 -0.094003 -5.108 1.084 3.015
O -4.252157 1.346511 0.148885 1.312 1.839 -0.490
O -4.796942 -1.122908 -0.637783 -0.280 -0.112 -1.092
O -1.147315 1.369677 -0.557202 1.361 -0.626 -0.141
S -4.210709 -0.292122 0.469005 0.693 -0.551 1.633
H 2.392038 -1.384194 -0.245989 0.880 0.501 -0.088
H 0.996589 -1.395502 0.865124 0.436 0.420 0.808
H 1.389195 0.513566 -1.400831 -0.640 0.042 -0.165
H -0.560782 0.097924 0.919999 -0.185 0.464 -0.775
H -3.326232 1.733516 0.020169 -1.612 -1.243 -0.054
```
Forces are in eV/Å.

Results
molar mass	121.14	Da
calculated total energy	-741.13409	Eh
HOMO energy (spin up / spin down)	-1.397 / -0.775	eV
total charge	-1
multiplicity	1
largest force on an atom	6.415	eV/A
HOMO-LUMO gap (spin up / spin down)	0.13956 / 0.09920	Eh



Among the records above, which one has the lowest largest force on an atom? C29H38IN2O2PtSSeSi3



What is the calculated total energy in the first record? -367.93285 Eh



What is the largest force on an atom in the third record? 6.415 eV/A